[1]
Entry from the OMol25 dataset: an isolated ion of composition C3H7IN and charge +1 in a non-equilibrium geometry (ωB97M-V/def2-TZVPD).

- Charge: +1
- HOMO: -0.51006 hartree
- Calculated total energy: -12806.48011 eV
- HOMO-LUMO gap: 8.71 eV
- SMILES: C/C=[NH+]/CI
- Energy relative to the best compared isomer or geometry (same formula, charge and spin): 193.8 kJ/mol
- E_LUMO: -5.17 eV

```
12
C3H7IN (ωB97M-V/def2-TZVPD)
C 1.506 0.993 -1.168
C 0.548 0.327 -0.066
N -0.420 -0.564 0.077
C -1.178 -0.961 1.223
I -3.318 -0.999 0.554
H 1.274 1.998 -0.917
H 2.488 0.513 -0.928
H 1.074 0.875 -2.149
H 0.861 0.760 0.888
H -0.867 -0.808 -0.780
H -0.907 -2.069 1.349
H -1.061 -0.063 1.918
```

[2]
Entry from the OMol25 dataset: C7H9Cl in the gas phase in a non-equilibrium geometry (ωB97M-V/def2-TZVPD).

- HOMO: -0.31080 hartree
- Calculated total energy: -19924.13730 eV
- HOMO-LUMO gap: 9.17 eV
- SMILES: CC1=C[C@H](C)C=C1Cl
- Energy relative to the best compared isomer or geometry (same formula, charge and spin): 243.0 kJ/mol
- E_LUMO: 0.71 eV

```
17
C7H9Cl (ωB97M-V/def2-TZVPD)
C 1.746 1.710 0.231
C 0.394 1.115 -0.192
C -1.015 1.260 -0.195
C -1.856 0.031 -0.348
C -3.023 -0.356 0.589
C -0.783 -1.038 -0.397
C 0.407 -0.425 -0.236
Cl 1.989 -1.085 0.126
H 1.994 1.314 1.330
H 1.765 2.848 0.104
H 2.410 1.432 -0.608
H -1.490 2.313 0.023
H -2.261 0.460 -1.304
H -2.984 -0.381 1.725
H -3.391 -1.310 0.233
H -3.995 0.185 0.213
H -1.082 -2.207 -0.567
```

[3]
Entry from the OMol25 dataset: a 6-piece molecular cluster, H11S6 overall in a non-equilibrium geometry (ωB97M-V/def2-TZVPD).

- HOMO (alpha / beta): -0.35634 / -0.35632 hartree
- Calculated total energy: -65187.21257 eV
- HOMO-LUMO gap (alpha / beta): 9.94 / 6.58 eV
- ⟨S²⟩: 0.75
- Energy relative to the best compared isomer or geometry (same formula, charge and spin): 10.4 kJ/mol
- 2S+1: 2
- E_LUMO (alpha / beta): 0.24 / -3.11 eV

```
17
H11S6 (ωB97M-V/def2-TZVPD)
S -1.421 3.039 2.032
H -2.161 2.348 2.947
S -1.804 0.487 -3.034
H -2.242 1.720 -3.304
H -1.511 0.714 -1.781
S -2.439 -0.244 1.028
H -3.593 0.058 0.431
H -1.525 2.110 1.057
S 1.883 0.121 2.840
H 0.748 0.351 3.497
H 1.790 -0.964 2.015
S -0.049 -4.215 0.697
H 0.383 -4.171 1.970
H -0.758 -3.080 0.807
S 4.250 1.123 -3.831
H 5.289 0.276 -3.632
H 3.160 0.326 -3.740
```

[4]
Entry from the OMol25 dataset: a 2-piece molecular cluster, BH3O2S overall in a non-equilibrium geometry (ωB97M-V/def2-TZVPD).

- HOMO: -0.36265 hartree
- Calculated total energy: -15656.31564 eV
- HOMO-LUMO gap: 8.93 eV
- Energy relative to the best compared isomer or geometry (same formula, charge and spin): 175.1 kJ/mol
- E_LUMO: -0.94 eV

```
7
BH3O2S (ωB97M-V/def2-TZVPD)
B 0.237 -0.176 -0.058
O 1.191 -1.159 -0.144
O 0.779 1.048 0.044
S -1.621 -0.308 -0.276
H 0.898 -2.055 0.055
H 0.489 1.637 -0.692
H -1.974 1.012 1.071
```

[5]
Entry from the OMol25 dataset: a 2-piece molecular cluster, C4H11N3 overall in a non-equilibrium geometry (ωB97M-V/def2-TZVPD).

- HOMO (alpha / beta): -0.27927 / -0.25987 hartree
- Calculated total energy: -8791.54048 eV
- HOMO-LUMO gap (alpha / beta): 8.29 / 7.70 eV
- Energy relative to the best compared isomer or geometry (same formula, charge and spin): 586.5 kJ/mol
- E_LUMO (alpha / beta): 0.69 / 0.63 eV

```
18
C4H11N3 (ωB97M-V/def2-TZVPD)
C -0.678 0.278 -1.566
C -0.492 1.129 0.992
C 0.580 0.516 1.813
N 0.556 0.761 -1.036
N 1.433 -0.297 -0.863
C -1.023 -1.627 -0.209
N -1.358 -0.416 -0.454
H 2.345 0.052 -0.607
H 1.492 -0.943 -1.647
H -1.287 1.130 -1.862
H -0.557 -0.406 -2.425
H -0.342 2.129 0.609
H -1.497 1.023 1.376
H -1.354 -2.083 0.720
H -0.417 -2.238 -0.877
H 0.731 -0.530 1.492
H 0.329 0.506 2.876
H 1.540 1.017 1.669
```

[6]
Entry from the OMol25 dataset: C9H10BrN3OS in the gas phase (ωB97M-V/def2-TZVPD).

- HOMO: -0.29818 hartree
- Calculated total energy: -96890.37573 eV
- HOMO-LUMO gap: 8.37 eV
- SMILES: CNC(=S)NNC(=O)c1ccccc1Br
- Energy relative to the best compared isomer or geometry (same formula, charge and spin): 9.9 kJ/mol
- E_LUMO: 0.26 eV

```
25
C9H10BrN3OS (ωB97M-V/def2-TZVPD)
C -2.298 -2.153 0.603
N -3.168 -1.038 0.923
C -3.269 0.117 0.221
S -4.678 0.977 0.196
N -2.201 0.563 -0.488
N -0.863 0.388 -0.118
C 0.039 1.295 -0.576
O -0.283 2.175 -1.351
C 1.428 1.153 -0.051
C 2.092 2.344 0.245
C 3.389 2.343 0.721
C 4.058 1.142 0.894
C 3.429 -0.050 0.580
C 2.125 -0.040 0.113
Br 1.358 -1.728 -0.348
H -2.884 -3.069 0.540
H -1.537 -2.293 1.376
H -1.810 -1.997 -0.357
H -4.029 -1.274 1.396
H -2.317 1.450 -0.978
H -0.693 -0.206 0.680
H 1.559 3.269 0.085
H 3.879 3.277 0.949
H 5.072 1.128 1.260
H 3.949 -0.989 0.691
```

Repeat the first record exactly.
Entry from the OMol25 dataset: an isolated ion of composition C3H7IN and charge +1 in a non-equilibrium geometry (ωB97M-V/def2-TZVPD).

- Charge: +1
- HOMO: -0.51006 hartree
- Calculated total energy: -12806.48011 eV
- HOMO-LUMO gap: 8.71 eV
- SMILES: C/C=[NH+]/CI
- Energy relative to the best compared isomer or geometry (same formula, charge and spin): 193.8 kJ/mol
- E_LUMO: -5.17 eV

```
12
C3H7IN (ωB97M-V/def2-TZVPD)
C 1.506 0.993 -1.168
C 0.548 0.327 -0.066
N -0.420 -0.564 0.077
C -1.178 -0.961 1.223
I -3.318 -0.999 0.554
H 1.274 1.998 -0.917
H 2.488 0.513 -0.928
H 1.074 0.875 -2.149
H 0.861 0.760 0.888
H -0.867 -0.808 -0.780
H -0.907 -2.069 1.349
H -1.061 -0.063 1.918
```

> Which formula does entry 4 have?

BH3O2S

> Among the records above, which one has the lowest calculated total energy?

C9H10BrN3OS

> The highest calculated total energy belongs to which entry?

C4H11N3